13
Properties=species:S:1:pos:R:3 method="wB97M-V/def2-TZVPD" gap_ev="7.8 / 7.8" lumo_energy_ev="-0.476 / -0.475" e_tot_ev=-9267.6864 relative_energy_kj_mol=561.1
C 0.2344 -0.1869 -1.0959
C 0.5667 1.0762 0.9558
N 0.0883 -1.6608 -0.7029
H -0.0948 -0.0018 -2.1158
H -2.1048 -0.5502 1.2416
N 0.3607 -0.3600 1.1937
C -0.5167 -0.7797 0.2137
H 1.9051 1.2609 -0.8818
H -0.3193 1.7300 1.0016
O -1.8982 -0.6850 0.3095
H -0.6192 -2.0797 -1.3129
H 1.3424 1.4775 1.6088
C 1.0554 0.7595 -0.4152